The following is a DFT calculation (ωB97M-V/def2-TZVPD) of a cluster of 28 separate species, C11H78NO27 in total in a non-equilibrium geometry.

The geometry in ORCA input format:
```
! RIJCOSX wB97M-V def2-TZVPD def2/J DEFGRID3
* xyz 1 1
O 0.05 -5.47 0.77
H 2.28 -0.20 1.08
C -2.79 0.31 2.25
H 0.11 -6.11 1.64
H 0.69 -4.49 3.09
H 0.79 2.29 0.36
H -1.84 2.12 4.95
H -0.06 -0.98 -5.18
C 0.69 -1.49 -1.60
O -4.44 -2.68 3.14
O 2.54 -2.82 -4.91
H 0.11 -3.00 6.03
O 1.14 -3.78 3.22
H 2.74 -0.02 -0.61
H 1.00 -5.22 0.86
H 0.48 -1.02 2.39
H -1.22 -0.58 3.66
C -0.30 3.31 -1.20
H -4.01 -2.90 2.34
H 1.88 -4.19 3.75
H -7.59 -0.39 3.30
H 2.33 -5.81 -2.86
H -0.38 -1.98 -1.70
H -3.49 4.06 -2.03
H -3.71 2.94 1.29
O -3.15 2.34 -3.20
H -3.73 4.48 -0.53
H -0.08 0.40 1.89
O -1.62 -1.13 -4.21
H -1.70 -4.32 -1.57
H -0.98 4.93 2.59
O 0.13 6.87 -0.73
C 0.03 2.00 -0.30
H 2.17 4.83 -3.44
H -3.33 -1.23 4.66
O -3.44 -0.92 5.51
H -2.50 1.37 2.84
H 0.94 1.77 -4.61
H -2.00 -2.01 -4.20
H -0.53 -5.18 -0.93
H 4.42 -0.27 -4.06
H -2.32 3.81 1.24
H -1.45 3.82 3.45
H -1.71 -1.57 2.61
H 1.31 -3.53 -0.83
H 0.56 3.63 -1.91
H 2.77 -5.22 -1.48
O 2.77 -5.50 0.52
O 2.81 4.05 -3.30
O -0.86 2.33 4.65
O -2.54 -2.81 -1.34
H -0.71 4.00 -0.55
O -3.06 3.35 0.74
C 0.36 0.80 -1.18
H 1.03 1.25 -1.87
H 4.72 -1.13 -2.60
O -6.69 -0.69 2.93
H -2.22 -0.67 -4.95
H -1.13 2.80 -2.02
O 0.61 -0.59 -5.68
H 5.16 1.15 3.24
H -2.24 5.51 -2.38
H -5.20 -2.18 3.08
H -4.42 -1.08 5.64
O 0.47 -2.24 5.67
O -1.32 -5.16 -1.65
H -1.54 -0.77 0.01
H -0.86 1.84 0.29
H 1.21 -1.08 -2.37
H 2.31 2.30 3.57
C 1.96 -0.65 0.09
O -1.65 4.47 2.82
H -3.03 -3.02 -0.57
H -1.68 5.53 -3.60
H 1.81 -2.20 -5.19
H -0.42 0.42 -1.72
H 2.52 1.41 -4.48
H 3.44 -5.36 1.25
H -0.12 6.47 -1.61
O 3.97 -0.73 -3.18
O 0.35 6.01 1.85
H -0.56 -2.08 0.52
H -2.76 -1.91 -1.55
H 3.49 -1.93 -0.41
H 7.05 -1.63 -2.04
C -0.48 -1.07 0.42
H 0.86 5.99 0.95
O -3.85 4.72 -1.55
H -3.72 0.01 2.82
H 2.43 3.35 -3.93
O 2.48 1.65 4.29
O 6.22 -1.75 -1.56
H 2.47 -2.65 0.96
C 1.62 -2.66 -1.12
H -3.65 1.53 -3.06
H -6.34 0.18 2.76
H -2.79 0.49 1.17
O 4.69 0.77 2.68
O 1.64 1.44 -4.09
O -1.45 5.87 -2.79
H 1.08 0.04 -5.07
H -0.25 7.67 -0.77
H -0.32 1.60 4.95
H 1.07 -2.55 4.85
H 2.76 -6.54 0.63
O 3.05 -5.44 -2.39
H 3.11 1.04 3.62
H 3.10 -2.31 -4.39
H 6.65 -1.90 -0.82
H -3.23 2.44 -4.11
C -0.41 -0.49 1.95
H 2.20 -2.93 -2.08
H 4.98 0.94 1.70
C 2.55 -2.09 -0.04
H 0.72 6.85 2.25
C -1.60 -0.65 2.77
N 0.63 -0.56 -0.42
*
```

Computed properties:
Energy relative to the best compared isomer or geometry (same formula, charge and spin) = 3.135 eV
Calculated total energy = -69429.2037 eV
HOMO = -0.459 hartree
Lowest unoccupied orbital energy = -2.704 eV
Kohn-Sham gap = 9.794 eV

---

The following is a DFT calculation (ωB97M-V/def2-TZVPD) of a structure of composition C11H7BiN2O6 in a non-equilibrium geometry.

The geometry in ORCA input format:
```
! RIJCOSX wB97M-V def2-TZVPD def2/J DEFGRID3
* xyz 2 1
C 2.29 3.16 5.22
O -2.33 -0.03 1.89
O 1.28 -2.55 0.93
O -1.53 -1.54 -2.07
C -0.95 -0.95 -1.27
O -0.70 2.55 -1.41
H 2.61 -0.19 1.99
O 2.76 0.47 -1.06
C 1.67 0.04 -1.32
H 0.72 4.53 5.42
C 2.09 0.70 2.32
H -0.58 2.59 1.60
C 1.85 2.50 3.95
H 1.93 4.57 6.69
C 0.31 2.25 2.10
C 0.73 2.94 3.23
N 0.97 1.14 1.67
C -1.44 -0.02 1.17
H 0.14 3.79 3.54
N 1.59 4.16 5.81
H 3.41 0.98 3.98
C -0.42 1.58 -0.87
H 1.48 -0.39 -2.34
C 2.54 1.37 3.46
Bi 0.00 0.00 0.00
O 3.31 2.76 5.77
C 0.80 -1.57 0.58
*
```

Computed properties:
Calculated total energy = -32587.3122 eV
HOMO (alpha / beta) = -0.582 / -0.584 hartree
Lowest unoccupied orbital energy (alpha / beta) = -9.647 / -10.055 eV
Kohn-Sham gap (alpha / beta) = 6.189 / 5.846 eV

---

The following is a DFT calculation (ωB97M-V/def2-TZVPD) of a structure of composition C11H7N2O6Sc in a non-equilibrium geometry.

The geometry in ORCA input format:
```
! RIJCOSX wB97M-V def2-TZVPD def2/J DEFGRID3
* xyz 2 1
H 1.52 0.41 3.77
C 0.14 -0.40 2.30
C -0.34 2.40 -2.71
C 2.34 0.14 -3.71
Sc 0.85 0.42 -2.16
H 0.26 -0.55 4.97
C -0.70 -1.25 3.21
C 1.95 1.10 1.78
O 3.03 -0.06 -4.61
H -3.23 0.51 -3.20
H 2.15 1.63 -0.33
C -0.65 0.48 -3.15
C -3.05 -0.15 -2.47
C 1.24 0.38 2.72
H -0.97 -1.74 5.18
O -0.95 -0.38 -3.94
C 1.60 1.04 0.42
O -1.60 -1.94 2.80
H -1.00 -1.03 0.54
O -0.47 -2.79 -2.26
H 2.80 1.72 2.08
C 0.04 -1.81 -1.94
O -0.94 3.36 -2.99
C -0.16 -0.44 0.92
O -4.07 -0.10 -1.81
N -0.37 -1.22 4.56
N 0.59 0.25 0.01
*
```

Computed properties:
Energy relative to the best compared isomer or geometry (same formula, charge and spin) = 5.975 eV
Calculated total energy = -47462.2620 eV
HOMO (alpha / beta) = -0.568 / -0.583 hartree
Lowest unoccupied orbital energy (alpha / beta) = -9.962 / -9.960 eV
Kohn-Sham gap (alpha / beta) = 5.503 / 5.897 eV

---

The following is a DFT calculation (ωB97M-V/def2-TZVPD) of a structure of composition C11H7N2O6Sc in a non-equilibrium geometry.

The geometry in ORCA input format:
```
! RIJCOSX wB97M-V def2-TZVPD def2/J DEFGRID3
* xyz 2 1
C -1.10 5.12 -1.55
C -1.77 3.83 -1.17
O 0.12 5.27 -1.62
O 1.93 1.74 1.25
O -1.10 -0.89 3.06
Sc -0.38 -0.32 -0.21
H -3.07 0.33 -0.15
O 2.05 0.23 -2.51
C 1.15 -2.83 0.28
C -3.15 3.61 -1.14
C -3.65 2.37 -0.78
H -1.54 7.06 -2.06
C -0.92 2.77 -0.86
H 1.25 -1.51 0.48
C 1.11 1.07 0.79
C -0.87 -0.78 1.93
O 0.71 -3.82 -0.10
H 0.19 2.82 -0.83
H -4.69 2.18 -0.74
N -1.95 6.15 -1.87
C 1.21 -0.05 -1.78
H -2.93 6.14 -1.65
O -1.49 -3.36 -1.42
H -3.81 4.43 -1.42
C -2.77 1.33 -0.47
C -1.18 -2.31 -1.05
N -1.44 1.55 -0.56
*
```

Computed properties:
Energy relative to the best compared isomer or geometry (same formula, charge and spin) = 1.899 eV
Calculated total energy = -47466.3379 eV
HOMO (alpha / beta) = -0.570 / -0.580 hartree
Lowest unoccupied orbital energy (alpha / beta) = -9.265 / -9.324 eV
Kohn-Sham gap (alpha / beta) = 6.248 / 6.467 eV